i.
A gas-phase ion, C5H11NO (charge -1). Source: the Open Molecules 2025 dataset; level of theory: ωB97M-V/def2-TZVPD.

Values from the calculation:
Net charge: -1
LUMO energy (alpha / beta): 0.13901 / 0.13743 hartree
HOMO-LUMO gap (alpha / beta): 3.214 / 6.912 eV
2S+1: 2

Last column: Mulliken spin population.
Positions of all 18 atoms, in Å:
H: -1.9514 -0.9657 1.7895  -0.01
O: 2.2409 0.6150 0.8246  -0.11
C: -0.4639 -0.6284 0.4609  0.07
C: -0.2358 0.1436 -0.8616  0.15
C: 2.3735 0.4366 -0.4246  0.92
H: -0.0248 -1.6057 0.2338  -0.05
H: -2.8931 0.3980 -0.5500  -0.01
N: -1.8948 -0.8626 0.7832  0.00
H: 3.3393 0.1940 -0.8955  0.16
H: -3.7297 0.1476 0.9439  -0.01
H: 1.3913 -1.1369 -1.4270  0.00
H: -1.0307 -0.1596 -1.5391  -0.01
H: -2.3091 1.2170 0.9756  0.00
H: -0.3758 1.2198 -0.6811  0.05
H: 1.3750 0.3556 -2.3101  -0.09
C: 1.2019 -0.0270 -1.3009  -0.13
H: 0.0893 -0.2482 1.3187  0.04
C: -2.7390 0.3234 0.5200  0.01

---

ii.
A gas-phase ion, C5H11NO (charge -1). Source: the Open Molecules 2025 dataset; level of theory: ωB97M-V/def2-TZVPD.

Values from the calculation:
Net charge: -1
LUMO energy (alpha / beta): 0.14080 / 0.13849 hartree
HOMO-LUMO gap (alpha / beta): 3.208 / 7.294 eV
2S+1: 2

Last column: Mulliken spin population.
Positions of all 18 atoms, in Å:
H: 0.6188 -1.9493 0.2356  -0.01
C: -0.1612 -1.1607 0.1343  0.10
C: -2.4766 -0.7551 -0.8328  0.01
H: -0.7777 0.6624 -0.8615  0.11
H: 1.1372 1.7033 2.3699  -0.07
H: -0.3035 -1.0953 1.2696  -0.01
O: 2.2606 1.7445 -0.1535  -0.21
C: 0.3015 0.2294 -0.6670  -0.19
H: -2.6539 0.3141 -1.0290  0.01
H: -1.8754 -2.8471 -0.1741  0.00
H: -0.9357 -2.1298 -1.4722  0.00
H: 1.1991 0.0331 1.8783  0.04
N: 0.8304 0.9644 1.7287  -0.10
C: -1.3692 -1.7837 -0.5495  -0.02
H: 0.8703 -0.0067 -1.5973  -0.01
H: -3.2781 -1.2028 -1.5622  0.00
H: -2.7050 -0.6546 0.2654  0.00
C: 1.1731 1.2145 0.2159  1.36

---

iii.
A gas-phase ion, C5H11NO (charge -1). Source: the Open Molecules 2025 dataset; level of theory: ωB97M-V/def2-TZVPD.

Values from the calculation:
Net charge: -1
LUMO energy (alpha / beta): 0.14306 / 0.14197 hartree
HOMO-LUMO gap (alpha / beta): 3.384 / 6.870 eV
2S+1: 2

Last column: Mulliken spin population.
Positions of all 18 atoms, in Å:
C: -0.9836 1.6461 -0.3812  -0.01
H: 0.2776 -0.4427 -2.1088  -0.01
H: -1.7799 -1.8881 0.6061  0.05
O: -0.7374 -2.1829 2.4454  0.20
H: 2.0203 -1.4333 -1.4040  -0.05
H: -1.3009 0.4615 1.6531  0.03
H: 0.3467 0.1211 1.5700  0.03
H: -0.7456 2.0574 -1.3613  0.00
N: -0.5069 0.2490 -0.2949  -0.04
H: 0.9504 1.1800 -1.4566  0.01
C: 1.8274 -0.7274 -0.6112  0.04
H: -2.0501 1.7243 -0.1797  0.01
C: -0.5867 -0.1993 1.0948  0.07
H: 2.6424 -0.0601 -0.3510  0.00
C: -1.0048 -1.6001 1.3434  0.64
H: -0.4894 2.2238 0.4437  0.00
C: 0.6678 0.1500 -1.2690  0.01
H: 1.4530 -1.2791 0.2615  0.04

---

iv.
2 unconnected molecules or ions with the total composition C5H11NO. Source: the Open Molecules 2025 dataset; level of theory: ωB97M-V/def2-TZVPD.

Values from the calculation:
Net charge: -1
LUMO energy (alpha / beta): 0.14613 / 0.14121 hartree
HOMO-LUMO gap (alpha / beta): 4.047 / 6.781 eV
2S+1: 2

Last column: Mulliken spin population.
Positions of all 18 atoms, in Å:
H: 1.6584 -1.2390 0.5556  0.06
O: 4.0467 0.6492 0.2194  0.12
H: 3.6109 -0.1980 0.0020  -0.02
H: -0.4246 -0.7382 1.2991  0.07
C: -3.2571 0.8119 0.1447  0.03
C: 1.5100 -1.2460 -0.5185  0.47
C: -2.2903 0.2789 1.1767  -0.08
H: -4.0959 1.4335 0.5121  -0.01
C: -0.3385 0.1733 -0.6334  -0.07
H: -3.7513 -0.0609 -0.2889  0.00
H: 2.3150 -1.8615 -0.9803  -0.01
N: 0.5425 -0.7019 -1.2505  0.16
H: 4.7934 0.3579 0.7432  -0.04
H: -0.6426 0.9472 -1.3467  0.01
C: -0.9439 -0.1637 0.5630  0.28
H: -2.5626 -0.4865 1.9190  0.01
H: -2.6806 1.3692 -0.5901  0.00
H: -2.0999 1.0909 1.8987  0.03

---

Preferred: i; penalty for the next structure: 0.719 eV.

---

i.
3 unconnected molecules or ions with the total composition C3H12O2S2. Source: the Open Molecules 2025 dataset; level of theory: ωB97M-V/def2-TZVPD.

Values from the calculation:
LUMO energy: 0.01596 hartree
HOMO-LUMO gap: 9.183 eV

Last column: natural (NBO) charge in e.
Positions of all 19 atoms, in Å:
C: 1.4281 -1.8132 0.6012  -0.47
H: -2.4160 2.1669 -2.7635  0.47
H: 1.7432 0.7959 -1.1858  0.21
H: 0.0433 -0.1171 0.6798  0.25
H: 3.0944 0.3681 -0.1386  0.21
O: -2.3582 2.0895 -1.8133  -0.97
H: -1.6855 -2.7260 0.2646  0.14
H: 2.4135 -2.0762 0.7802  0.22
O: -2.0721 1.3220 0.9797  -0.94
H: -1.8668 1.3126 -1.5273  0.49
H: 1.2916 0.0951 1.6711  0.21
H: -2.0305 2.2654 1.1460  0.47
C: 1.1030 -0.3010 0.6749  -0.45
H: 0.8541 -2.2421 1.4660  0.21
S: 0.6395 -2.5676 -0.9819  0.05
S: -1.3315 -1.9608 -0.8565  -0.15
H: 2.1149 1.5993 0.4229  0.20
C: 2.0322 0.5609 -0.1486  -0.62
H: -2.9970 1.2282 0.7288  0.47

---

ii.
3 unconnected molecules or ions with the total composition C3H12O2S2. Source: the Open Molecules 2025 dataset; level of theory: ωB97M-V/def2-TZVPD.

Values from the calculation:
LUMO energy: 0.01481 hartree
HOMO-LUMO gap: 9.446 eV

Last column: natural (NBO) charge in e.
Positions of all 19 atoms, in Å:
O: -2.4440 4.2331 -1.1060  -0.94
H: 3.6848 1.2416 -6.2587  0.47
H: 0.0130 -0.4900 0.6796  0.22
H: -0.8222 -1.3111 3.4860  0.22
H: 2.3928 -0.8798 1.2705  0.21
C: 1.5662 -1.4967 1.6292  -0.60
H: -3.2099 3.9080 -1.5630  0.47
H: -0.8831 -2.3706 2.0798  0.22
S: -2.7384 -0.4374 0.1041  -0.17
H: -1.6668 3.9694 -1.5720  0.47
O: 3.0001 0.9557 -5.6319  -0.94
H: 0.5824 0.3722 2.1825  0.22
H: -3.1767 -1.6733 -0.2350  0.12
S: -2.4681 -0.5267 2.1993  0.09
H: 1.4567 -2.2753 0.8708  0.20
H: 3.4336 0.6946 -4.8158  0.47
C: 0.3143 -0.5699 1.7250  -0.43
C: -0.8141 -1.3335 2.3895  -0.50
H: 1.7796 -2.0100 2.5662  0.20

---

Preferred: ii; penalty for the next structure: 0.498 eV.

---

i.
2 unconnected molecules or ions with the total composition C3H10NO2. Source: the Open Molecules 2025 dataset; level of theory: ωB97M-V/def2-TZVPD.

Values from the calculation:
Net charge: +1
LUMO energy: -0.11573 hartree
HOMO-LUMO gap: 12.797 eV

Last column: natural (NBO) charge in e.
Positions of all 16 atoms, in Å:
H: -0.9676 1.9637 -1.3958  0.28
H: 2.3914 -0.7658 -1.6596  0.25
C: 1.4920 -1.0143 -0.9920  -0.25
H: -1.3218 -2.6097 0.1883  0.51
C: 0.2124 0.8157 -0.0745  0.73
N: 0.2664 0.4686 1.1857  -0.74
O: 0.6507 0.1846 -1.0158  -0.41
C: -0.4686 2.0742 -0.4350  -0.75
H: 0.4551 -0.5340 1.4390  0.46
H: -1.9820 -1.1296 0.4952  0.49
H: 1.6684 -1.2428 -0.0111  0.19
H: 0.8353 -1.8453 -1.4806  0.24
H: -0.3300 1.0508 1.8282  0.44
H: -1.1012 2.6965 0.2376  0.27
H: 0.2509 2.9465 -0.7670  0.30
O: -1.2614 -1.6924 0.5982  -1.00

---

ii.
2 unconnected molecules or ions with the total composition C3H10NO2. Source: the Open Molecules 2025 dataset; level of theory: ωB97M-V/def2-TZVPD.

Values from the calculation:
Net charge: +1
LUMO energy: -0.13472 hartree
HOMO-LUMO gap: 11.274 eV

Last column: natural (NBO) charge in e.
Positions of all 16 atoms, in Å:
H: 1.3204 0.7261 2.4794  0.25
H: 0.3700 1.9361 1.5241  0.23
N: 0.7887 0.2688 -0.4382  -0.69
H: 0.3621 -0.1263 -1.2929  0.49
H: -0.3956 0.9108 2.6906  0.26
C: 0.0948 -0.0807 0.8539  -0.16
C: -1.3941 -0.2172 0.5268  0.43
O: -1.7704 -0.1950 -0.6145  -0.49
H: 0.4209 -1.0971 1.0855  0.25
O: 0.0961 -1.1361 -2.9163  -0.97
H: -2.0848 -0.2769 1.3807  0.16
H: 0.6983 1.2864 -0.5465  0.44
H: -0.4785 -1.7729 -2.4705  0.48
H: -0.2091 -1.2034 -3.8319  0.51
H: 1.7835 0.0509 -0.3708  0.45
C: 0.3976 0.9265 1.9405  -0.64

---

Preferred: ii; penalty for the next structure: 0.844 eV.

---

i.
A molecular structure, C9H11NOS. Source: the Open Molecules 2025 dataset; level of theory: ωB97M-V/def2-TZVPD.

Values from the calculation:
LUMO energy: 0.02364 hartree
HOMO-LUMO gap: 8.394 eV

Last column: natural (NBO) charge in e.
Positions of all 23 atoms, in Å:
H: 1.6198 -3.4738 0.7025  0.19
N: 0.5569 -1.6611 0.7577  -0.45
H: -2.3714 1.0374 0.3666  0.23
C: 1.4284 -0.8161 1.4750  -0.39
C: -0.4092 -1.2424 -0.0140  0.00
O: -1.9860 -3.4452 -0.2193  -0.97
C: 0.5676 2.6050 -1.6103  -0.22
H: 1.3841 2.9091 -2.2299  0.22
H: -0.0413 -3.6999 0.2963  0.28
H: 2.4576 -1.4152 1.4374  0.20
H: -0.5268 4.4191 -1.4014  0.21
C: 0.6450 -3.1272 0.9106  -0.42
C: -0.4646 0.6824 -0.5814  0.06
H: -2.4483 3.4061 -0.2092  0.22
C: -0.5069 3.3805 -1.2281  -0.18
H: 1.2120 -0.6822 2.5163  0.20
C: 0.4948 1.3008 -1.2928  -0.27
H: 1.3324 0.6514 -1.6334  0.22
H: 1.3965 0.1726 0.9432  0.23
S: -1.7961 -1.9244 -0.5275  0.90
H: 0.5175 -3.3026 2.0318  0.19
C: -1.5287 1.4569 -0.1057  -0.27
C: -1.5331 2.7687 -0.3846  -0.20

---

ii.
A single C9H11NOS molecule. Source: the Open Molecules 2025 dataset; level of theory: ωB97M-V/def2-TZVPD.

Values from the calculation:
LUMO energy (alpha / beta): -0.02956 / -0.00700 hartree
HOMO-LUMO gap (alpha / beta): 7.878 / 8.629 eV

Last column: natural (NBO) charge in e.
Positions of all 23 atoms, in Å:
H: 2.6051 -3.3239 1.6765  0.23
H: -0.0709 -0.2431 -2.7155  0.22
H: 0.8529 -4.0102 1.3547  0.25
H: 0.0696 2.3516 -2.4625  0.22
H: 1.3265 -0.4229 -1.4891  0.27
S: 1.4847 -1.4204 1.1925  1.38
C: 0.2154 -0.3045 -1.5728  -0.45
O: 2.3915 -1.4429 0.0095  -0.99
C: -0.6808 0.9276 0.4703  0.18
H: -1.1833 -1.8769 -1.1403  0.20
C: -0.2963 0.9919 -0.8940  -0.11
H: 0.3531 -2.4530 -1.2694  0.23
C: -1.2811 3.2641 0.4950  -0.20
N: -0.0624 -1.6694 0.5722  -0.50
C: -1.0099 3.2836 -0.8625  -0.22
C: -0.1865 -1.6216 -0.8596  -0.29
H: -1.2992 4.1383 -1.5186  0.22
C: -0.4440 2.2265 -1.5097  -0.21
C: -1.2028 1.9334 1.2001  -0.33
H: -1.4605 4.2755 0.9001  0.23
C: 1.5589 -3.2196 1.8136  -0.78
H: 1.2210 -3.0823 2.8331  0.22
H: -1.6222 1.8481 2.2090  0.24

---

Preferred: i; penalty for the next structure: 1.937 eV.

---

i.
2 unconnected molecules or ions with the total composition CH3F2PS. Source: the Open Molecules 2025 dataset; level of theory: ωB97M-V/def2-TZVPD.

Values from the calculation:
LUMO energy: -0.01387 hartree
HOMO-LUMO gap: 8.456 eV

Last column: natural (NBO) charge in e.
Positions of all 8 atoms, in Å:
H: -2.5753 1.2969 1.5167  -0.14
H: 0.6186 -0.5694 -0.6881  0.18
F: -1.7215 1.1755 -0.6635  -0.58
S: 1.7805 1.1912 0.5159  0.06
C: 1.5181 -0.2258 -0.2598  -0.42
F: -1.9727 -0.7610 0.5871  -0.59
H: 2.3029 -0.9139 -0.4509  0.18
P: -2.8864 0.5042 0.1868  1.31

---

ii.
A molecular structure, CH3F2PS. Source: the Open Molecules 2025 dataset; level of theory: ωB97M-V/def2-TZVPD.

Values from the calculation:
LUMO energy: 0.02048 hartree
HOMO-LUMO gap: 10.520 eV

Last column: natural (NBO) charge in e.
Positions of all 8 atoms, in Å:
F: -0.5643 -1.5356 0.7996  -0.32
H: 0.5612 1.5641 0.2677  -0.01
H: 0.2736 0.0423 -1.9989  0.17
F: -1.6697 -0.1050 -0.9583  -0.51
S: 0.9545 -0.7105 -1.1853  0.02
H: 1.0153 0.2797 1.7397  -0.01
C: -0.3083 -0.4948 0.0574  0.32
P: -0.2624 0.9598 1.2783  0.33

---

Preferred: i; penalty for the next structure: 2.093 eV.